Entry i
10 unconnected molecules or ions with the total composition C60H135N5O10, computed with the ωB97M-V functional and the def2-TZVPD basis.

Each line ends with the Mulliken charge.
Atoms and positions in Å:
C -8.338 1.632 35.838  -2.0910
C -7.270 1.026 34.877  1.4337
C -5.971 1.267 35.698  -1.0695
C -4.786 0.335 35.347  -0.8475
C -5.249 -1.157 35.011  -1.2093
C -6.546 -1.407 34.148  1.6092
N -7.535 -0.410 34.542  0.4166
O -8.739 -0.663 34.014  -0.4326
C -6.104 -1.259 32.659  -1.8661
C -7.081 -2.801 34.346  -1.8975
C -7.314 1.903 33.606  -1.7272
H -8.297 2.700 36.052  0.3884
H -8.573 1.021 36.709  0.4363
H -9.295 1.720 35.323  0.5202
H -5.553 2.265 35.567  0.3607
H -6.168 1.242 36.770  0.4919
H -4.091 0.343 36.188  0.3452
H -4.296 0.735 34.459  0.3590
H -5.293 -1.718 35.944  0.4700
H -4.338 -1.507 34.525  0.3997
H -6.985 -1.137 32.029  0.3868
H -5.456 -0.392 32.534  0.3666
H -5.527 -2.128 32.341  0.4572
H -6.206 -3.448 34.407  0.4619
H -7.696 -2.939 35.235  0.4123
H -7.686 -3.203 33.533  0.3395
H -7.238 2.948 33.904  0.4658
H -8.220 1.789 33.010  0.3271
H -6.390 1.682 33.071  0.3561
H -9.228 -0.769 34.834  0.3335
C -9.272 -11.073 23.013  -1.9344
C -7.803 -10.770 23.291  1.5964
C -6.937 -11.284 22.069  -1.2400
C -5.473 -10.821 22.034  -0.6104
C -5.574 -9.317 21.978  -1.2343
C -6.419 -8.580 23.120  1.7549
N -7.662 -9.289 23.407  0.1101
O -8.395 -8.792 24.474  -0.3498
C -5.489 -8.645 24.372  -1.9399
C -6.544 -7.087 22.758  -1.8718
C -7.456 -11.568 24.537  -1.8423
H -9.540 -12.128 22.960  0.4054
H -9.441 -10.752 21.985  0.4235
H -9.960 -10.591 23.708  0.3450
H -6.881 -12.363 22.214  0.3987
H -7.446 -11.100 21.123  0.3626
H -4.997 -11.235 21.146  0.3611
H -4.818 -11.248 22.794  0.3582
H -6.187 -9.042 21.119  0.3951
H -4.541 -8.975 21.906  0.4505
H -5.226 -9.644 24.720  0.3240
H -4.640 -7.961 24.360  0.4214
H -6.022 -8.161 25.190  0.4643
H -6.408 -6.457 23.637  0.3739
H -5.709 -6.745 22.146  0.3796
H -7.432 -6.913 22.151  0.4399
H -7.740 -12.615 24.439  0.4510
H -8.075 -11.205 25.357  0.4873
H -6.392 -11.427 24.727  0.3901
H -7.974 -9.188 25.241  0.3335
C -2.216 -6.665 35.496  -1.9161
C -1.133 -7.500 36.228  1.8872
C 0.223 -7.376 35.411  -1.3451
C 0.940 -6.091 35.560  -0.6703
C 1.192 -5.772 37.097  -1.2568
C -0.079 -5.752 37.954  1.4146
N -0.979 -6.913 37.617  0.3570
O -2.105 -7.092 38.341  -0.4807
C 0.371 -5.820 39.391  -1.8606
C -0.740 -4.381 37.706  -1.6729
C -1.506 -8.936 36.302  -1.9764
H -2.983 -6.321 36.190  0.4099
H -2.845 -7.260 34.835  0.4476
H -1.919 -5.812 34.884  0.2989
H 0.827 -8.164 35.861  0.4204
H -0.009 -7.638 34.378  0.4243
H 0.332 -5.284 35.152  0.3022
H 1.848 -6.044 34.960  0.4081
H 1.746 -4.835 37.163  0.4667
H 1.804 -6.617 37.412  0.3744
H -0.535 -5.948 39.983  0.4532
H 0.962 -6.735 39.421  0.4255
H 0.996 -4.989 39.720  0.3550
H -1.581 -4.469 38.393  0.4097
H -0.171 -3.477 37.924  0.3759
H -1.241 -4.337 36.739  0.3329
H -1.793 -9.352 35.337  0.3884
H -2.316 -9.049 37.023  0.4760
H -0.675 -9.562 36.626  0.3806
H -1.838 -7.867 38.840  0.3701
C -16.502 -8.349 29.460  -1.7530
C -17.534 -9.315 28.715  1.3664
C -17.430 -8.971 27.151  -1.1148
C -16.207 -9.577 26.474  -0.7523
C -16.149 -11.122 26.760  -1.1482
C -16.231 -11.446 28.246  1.4066
N -17.275 -10.735 28.956  0.4967
O -17.403 -11.101 30.326  -0.4740
C -16.717 -12.930 28.292  -1.9823
C -14.877 -11.326 28.979  -1.6521
C -18.991 -8.967 29.267  -1.8113
H -16.111 -8.751 30.395  0.3512
H -17.034 -7.439 29.737  0.4922
H -15.640 -8.031 28.873  0.2977
H -18.262 -9.388 26.583  0.3757
H -17.407 -7.894 26.988  0.4422
H -15.327 -9.132 26.936  0.2788
H -16.170 -9.381 25.402  0.4047
H -15.188 -11.574 26.515  0.4849
H -16.954 -11.614 26.214  0.3912
H -16.541 -13.446 29.236  0.3839
H -17.783 -12.931 28.065  0.4539
H -16.277 -13.648 27.601  0.3858
H -14.522 -10.314 29.170  0.3515
H -14.868 -11.973 29.856  0.3192
H -14.057 -11.716 28.376  0.4421
H -19.101 -8.807 30.340  0.3595
H -19.601 -9.836 29.022  0.4558
H -19.486 -8.093 28.844  0.3992
H -18.218 -11.608 30.297  0.3486
C -14.346 -0.843 26.585  -1.9837
C -13.102 -1.819 26.737  1.6596
C -13.523 -3.144 25.973  -1.2063
C -12.374 -4.150 25.801  -0.6156
C -11.148 -3.546 25.218  -1.2377
C -10.701 -2.144 25.769  1.5899
N -11.914 -1.289 26.090  0.3232
O -11.604 0.001 26.554  -0.4896
C -9.966 -2.404 27.159  -1.5823
C -9.739 -1.610 24.723  -1.9032
C -12.986 -2.164 28.251  -1.8662
H -15.269 -1.325 26.905  0.4111
H -14.537 -0.547 25.554  0.4087
H -14.113 0.056 27.156  0.5009
H -14.343 -3.701 26.427  0.4534
H -13.866 -2.859 24.979  0.4050
H -12.646 -5.030 25.218  0.4335
H -12.181 -4.476 26.822  0.2018
H -11.280 -3.499 24.137  0.4076
H -10.350 -4.280 25.328  0.4189
H -9.116 -3.065 26.993  0.4272
H -9.532 -1.456 27.475  0.3627
H -10.540 -2.724 28.028  0.2929
H -8.840 -2.198 24.540  0.3508
H -10.181 -1.561 23.727  0.4405
H -9.417 -0.591 24.941  0.4013
H -12.311 -1.438 28.702  0.4057
H -12.451 -3.099 28.418  0.2258
H -13.941 -2.218 28.774  0.4169
H -12.124 0.597 26.009  0.3476
C -7.602 -9.046 36.237  -1.3013
C -8.611 -10.181 36.454  0.6155
C -9.946 -9.911 35.796  -1.3159
O -8.071 -11.312 35.790  -0.5157
H -7.199 -8.947 35.229  0.3121
H -6.673 -9.015 36.807  0.3339
H -8.087 -8.095 36.455  0.3375
H -8.869 -10.391 37.492  0.2076
H -10.651 -10.724 35.967  0.3660
H -9.866 -9.810 34.713  0.2806
H -10.445 -9.094 36.316  0.3806
H -8.546 -12.098 36.069  0.2992
C -3.165 -10.671 30.309  -1.2268
C -2.608 -12.042 30.357  0.4476
C -2.196 -12.520 31.716  -1.2183
O -3.547 -12.910 29.761  -0.5230
H -3.436 -10.333 29.309  0.3200
H -2.423 -9.922 30.586  0.3580
H -4.052 -10.613 30.939  0.2940
H -1.748 -12.085 29.688  0.2837
H -1.352 -11.935 32.084  0.3462
H -1.845 -13.549 31.633  0.3193
H -3.047 -12.504 32.397  0.2848
H -4.331 -12.794 30.303  0.3176
C -7.750 -15.686 31.584  -1.1633
C -8.318 -14.274 31.189  0.4254
C -9.717 -14.135 31.758  -1.2967
O -7.477 -13.187 31.603  -0.4786
H -8.247 -16.568 31.180  0.3827
H -7.691 -15.767 32.670  0.3036
H -6.755 -15.670 31.139  0.2755
H -8.371 -14.128 30.110  0.2480
H -10.227 -13.179 31.648  0.3336
H -9.672 -14.269 32.838  0.3080
H -10.477 -14.838 31.415  0.3744
H -7.500 -13.077 32.557  0.2832
C -12.564 -3.570 35.853  -1.2268
C -13.309 -3.297 34.468  0.5275
C -13.550 -4.616 33.688  -1.2606
O -14.465 -2.525 34.540  -0.5453
H -13.293 -4.143 36.427  0.3743
H -12.367 -2.634 36.376  0.3554
H -11.639 -4.128 35.704  0.3180
H -12.690 -2.733 33.771  0.1632
H -14.283 -5.204 34.241  0.3310
H -12.627 -5.195 33.711  0.3389
H -14.013 -4.400 32.725  0.3202
H -14.350 -1.818 35.179  0.3065
C -9.724 -7.545 30.019  -1.2059
C -8.355 -7.393 29.266  0.4135
C -7.332 -6.460 29.940  -1.2715
O -7.847 -8.629 28.972  -0.4639
H -10.196 -6.565 29.957  0.3291
H -9.468 -7.829 31.039  0.3088
H -10.292 -8.307 29.485  0.2994
H -8.499 -6.935 28.288  0.2878
H -7.060 -6.917 30.892  0.3292
H -7.819 -5.503 30.125  0.3551
H -6.433 -6.353 29.332  0.3223
H -7.610 -9.037 29.808  0.2942

**SMILES string**: CC1(C)CCCC(C)(C)N1O.CC1(C)CCCC(C)(C)N1O.CC1(C)CCCC(C)(C)N1O.CC1(C)CCCC(C)(C)N1O.CC1(C)CCCC(C)(C)N1O.CC(C)O.CC(C)O.CC(C)O.CC(C)O.CC(C)O
**Lowest unoccupied orbital energy**: 0.15 eV
**HOMO level**: -7.8 eV

---

Entry ii
10 unconnected molecules or ions with the total composition C60H135N5O10, computed with the ωB97M-V functional and the def2-TZVPD basis.

Each line ends with the Mulliken charge.
Atoms and positions in Å:
C -10.018 3.533 6.942  -1.7888
C -10.147 2.343 5.914  1.4377
C -11.390 1.547 6.353  -1.2485
C -11.815 0.511 5.241  -0.6852
C -12.110 1.313 3.959  -1.1474
C -10.845 2.085 3.421  1.6089
N -10.345 2.936 4.516  0.1405
O -9.295 3.746 4.140  -0.4696
C -9.787 1.108 2.909  -1.8119
C -11.301 2.958 2.220  -1.8901
C -8.888 1.475 5.956  -1.5695
H -10.918 4.143 7.023  0.4049
H -9.177 4.164 6.651  0.4080
H -9.788 3.073 7.903  0.4142
H -11.188 1.083 7.318  0.4391
H -12.302 2.107 6.560  0.3875
H -12.725 0.008 5.568  0.4225
H -11.165 -0.353 5.104  0.3432
H -12.956 1.987 4.090  0.3799
H -12.439 0.527 3.279  0.3987
H -9.535 0.293 3.587  0.3348
H -10.170 0.555 2.052  0.4443
H -8.836 1.569 2.639  0.3449
H -11.546 2.294 1.391  0.3779
H -12.209 3.495 2.495  0.4000
H -10.521 3.623 1.849  0.5081
H -8.497 1.398 6.971  0.4102
H -8.068 1.769 5.301  0.3134
H -9.017 0.426 5.693  0.3145
H -9.776 4.467 3.729  0.3774
C -6.551 3.536 -7.855  -1.8969
C -7.004 2.164 -8.429  1.4134
C -6.528 2.165 -9.933  -1.2997
C -6.695 0.867 -10.692  -0.6671
C -5.967 -0.185 -9.804  -1.1596
C -6.385 -0.263 -8.283  1.3376
N -6.394 1.054 -7.689  0.3773
O -6.695 1.044 -6.357  -0.4702
C -7.598 -1.222 -8.124  -1.6762
C -5.235 -1.009 -7.514  -1.9986
C -8.529 2.117 -8.412  -1.5648
H -5.497 3.616 -7.592  0.4425
H -6.929 3.784 -6.863  0.3990
H -6.949 4.304 -8.519  0.3795
H -7.025 2.947 -10.507  0.4728
H -5.518 2.568 -10.011  0.4410
H -6.181 0.992 -11.644  0.3836
H -7.700 0.524 -10.941  0.3385
H -4.920 0.090 -9.930  0.4077
H -6.099 -1.167 -10.259  0.4159
H -7.916 -1.280 -7.083  0.3915
H -8.457 -0.932 -8.729  0.3323
H -7.378 -2.232 -8.472  0.4326
H -5.421 -1.224 -6.462  0.4446
H -5.138 -2.030 -7.885  0.4404
H -4.279 -0.509 -7.665  0.4230
H -8.934 2.929 -9.017  0.4055
H -8.966 2.055 -7.415  0.3317
H -8.792 1.184 -8.910  0.3320
H -5.787 1.198 -6.086  0.3906
C 0.605 -1.319 13.344  -1.8748
C 0.471 -2.130 12.072  1.4634
C -0.308 -1.316 10.981  -1.0631
C -0.192 -1.942 9.553  -0.7485
C 1.225 -2.272 9.190  -1.1728
C 1.990 -3.154 10.279  1.3072
N 1.853 -2.589 11.641  0.3086
O 2.630 -3.228 12.585  -0.4679
C 1.641 -4.713 10.112  -1.5689
C 3.476 -3.005 9.898  -2.0261
C -0.457 -3.330 12.362  -1.7679
H 1.096 -1.797 14.191  0.3503
H -0.336 -0.858 13.645  0.3920
H 1.268 -0.516 13.023  0.4839
H -1.373 -1.316 11.209  0.3868
H 0.024 -0.283 10.881  0.3839
H -0.707 -1.281 8.856  0.4102
H -0.846 -2.813 9.496  0.3424
H 1.714 -1.351 8.873  0.4345
H 1.257 -2.865 8.276  0.4592
H 2.012 -5.305 10.949  0.3601
H 0.557 -4.826 10.091  0.3359
H 1.999 -5.100 9.159  0.4305
H 3.556 -3.539 8.951  0.4435
H 3.835 -1.990 9.724  0.3882
H 4.154 -3.567 10.541  0.5185
H -1.298 -3.219 13.047  0.4212
H 0.201 -3.909 13.010  0.4084
H -0.765 -3.910 11.492  0.2904
H 3.434 -2.710 12.506  0.3709
C 1.753 1.817 -2.580  -2.1241
C 1.015 2.563 -1.481  1.7911
C -0.188 3.267 -2.172  -1.1126
C -1.356 3.701 -1.306  -0.8673
C -1.740 2.542 -0.308  -1.1530
C -0.565 1.839 0.446  1.6460
N 0.525 1.498 -0.505  0.3168
O 1.495 0.638 0.034  -0.4681
C -0.066 2.697 1.562  -1.8461
C -1.140 0.569 1.039  -2.1038
C 1.970 3.488 -0.782  -1.7787
H 2.740 1.607 -2.167  0.4452
H 1.908 2.369 -3.508  0.3936
H 1.214 0.910 -2.851  0.4656
H 0.169 4.221 -2.560  0.4110
H -0.487 2.662 -3.028  0.4283
H -2.228 4.095 -1.829  0.4086
H -1.004 4.589 -0.782  0.3646
H -2.365 1.740 -0.699  0.4170
H -2.239 3.071 0.504  0.4072
H 0.926 2.426 1.924  0.3315
H -0.004 3.719 1.190  0.3550
H -0.640 2.671 2.488  0.4360
H -2.047 0.822 1.588  0.4312
H -1.441 -0.190 0.316  0.4721
H -0.402 0.046 1.647  0.4297
H 2.466 4.143 -1.499  0.4554
H 2.796 3.001 -0.264  0.3714
H 1.574 4.091 0.035  0.3361
H 1.403 -0.149 -0.507  0.3404
C 9.388 -4.678 -8.410  -1.6495
C 10.496 -4.222 -7.366  1.3518
C 11.832 -4.095 -8.081  -1.1175
C 11.952 -2.838 -8.990  -0.7446
C 11.657 -1.618 -8.180  -1.1288
C 10.313 -1.577 -7.476  1.4415
N 10.121 -2.887 -6.771  0.3720
O 9.104 -2.920 -5.943  -0.4628
C 10.441 -0.378 -6.494  -1.9816
C 9.173 -1.280 -8.413  -1.6875
C 10.645 -5.180 -6.188  -1.8672
H 9.625 -4.262 -9.389  0.3721
H 8.412 -4.317 -8.085  0.2906
H 9.530 -5.759 -8.435  0.4720
H 12.662 -4.060 -7.376  0.4004
H 12.037 -4.900 -8.786  0.4027
H 11.167 -2.683 -9.729  0.3044
H 12.869 -2.788 -9.577  0.3907
H 11.727 -0.845 -8.945  0.4270
H 12.437 -1.498 -7.428  0.3843
H 11.284 -0.399 -5.805  0.4035
H 10.560 0.564 -7.030  0.4004
H 9.543 -0.316 -5.880  0.4608
H 9.169 -2.063 -9.170  0.3537
H 8.230 -1.248 -7.867  0.3503
H 9.243 -0.285 -8.852  0.4194
H 9.703 -5.131 -5.642  0.4668
H 11.489 -4.912 -5.553  0.3881
H 10.761 -6.201 -6.551  0.4101
H 9.599 -2.806 -5.129  0.3767
C 3.138 -7.677 -4.603  -1.2203
C 2.328 -6.406 -4.728  0.5337
C 0.861 -6.620 -4.312  -1.2677
O 2.824 -5.313 -3.960  -0.5713
H 2.779 -8.406 -5.329  0.3362
H 3.121 -8.071 -3.587  0.3148
H 4.200 -7.496 -4.771  0.3235
H 2.427 -6.074 -5.761  0.2354
H 0.322 -5.687 -4.149  0.3264
H 0.834 -7.096 -3.332  0.3252
H 0.359 -7.273 -5.026  0.3555
H 3.582 -4.875 -4.354  0.3086
C 0.443 11.880 5.496  -1.2523
C 0.649 10.455 5.704  0.6256
C 1.780 9.749 4.925  -1.2164
O 0.758 10.153 7.080  -0.5571
H -0.423 12.223 6.062  0.3411
H 0.286 12.113 4.442  0.3294
H 1.278 12.459 5.891  0.3122
H -0.240 10.020 5.247  0.1305
H 1.982 8.732 5.260  0.3239
H 2.716 10.295 5.038  0.2969
H 1.503 9.797 3.872  0.3449
H -0.076 10.316 7.528  0.3212
C 9.893 7.836 0.490  -1.3680
C 9.717 6.371 0.957  0.5769
C 9.950 5.397 -0.211  -1.1958
O 10.511 6.010 2.020  -0.5436
H 9.171 8.231 -0.224  0.3395
H 10.892 7.817 0.052  0.3229
H 9.759 8.516 1.331  0.3878
H 8.666 6.392 1.247  0.2004
H 9.330 4.512 -0.069  0.3033
H 10.982 5.046 -0.194  0.3461
H 9.754 5.881 -1.168  0.3212
H 10.427 6.555 2.806  0.3092
C 7.970 -3.779 1.451  -1.2960
C 9.078 -2.803 1.642  0.7368
C 8.916 -1.788 2.756  -1.4029
O 10.220 -3.507 1.977  -0.5552
H 7.670 -4.233 2.395  0.3158
H 8.174 -4.626 0.795  0.3353
H 7.112 -3.254 1.030  0.3400
H 9.281 -2.278 0.709  0.1246
H 8.068 -1.107 2.674  0.3518
H 9.771 -1.112 2.759  0.3903
H 8.872 -2.234 3.750  0.3421
H 10.865 -2.901 2.349  0.3175
C -8.277 -5.721 -0.870  -1.2132
C -8.091 -6.991 -1.625  0.5049
C -7.164 -8.035 -1.043  -1.3015
O -9.355 -7.573 -1.975  -0.5372
H -7.487 -4.983 -0.733  0.3605
H -8.629 -5.941 0.138  0.2986
H -9.061 -5.186 -1.407  0.3029
H -7.675 -6.776 -2.609  0.2281
H -7.465 -8.287 -0.026  0.3499
H -6.149 -7.642 -1.085  0.3528
H -7.146 -8.989 -1.571  0.3270
H -9.665 -8.012 -1.179  0.3274

**SMILES string**: CC1(C)CCCC(C)(C)N1O.CC1(C)CCCC(C)(C)N1O.CC1(C)CCCC(C)(C)N1O.CC1(C)CCCC(C)(C)N1O.CC1(C)CCCC(C)(C)N1O.CC(C)O.CC(C)O.CC(C)O.CC(C)O.CC(C)O
**Lowest unoccupied orbital energy**: 0.36 eV
**HOMO level**: -7.9 eV

---

If you had to name the least stable structure above, which would it be? It would be entry i.